The following is a quantum chemistry calculation of a molecular structure, C34H37N6O4ReS2, from OMol25.

```
84
Properties=species:S:1:pos:R:3:forces:R:3:mulliken_spin:R:1
Re -0.0692 0.1488 0.0236 0.532 -1.293 0.233 0.781
C 5.9126 1.5504 3.6261 -0.098 -0.046 -0.074 0.000
C 4.8792 1.1779 2.5931 0.006 0.081 0.182 -0.001
C 5.1466 1.1241 1.2514 0.096 -0.021 -0.208 0.008
C 4.1892 0.7496 0.2602 0.138 0.027 0.018 -0.001
C 4.7391 0.7430 -1.0463 0.123 -0.003 0.117 0.000
N 4.3430 0.4416 -2.2561 -0.216 0.011 -0.200 -0.003
C 3.1256 -0.1719 -2.8261 0.017 0.103 -0.045 0.001
C 2.0410 0.8148 -3.2967 0.100 0.049 0.095 0.001
C 2.4777 2.1664 -3.8812 0.081 -0.084 0.122 0.000
N 2.8636 3.1077 -2.7894 0.155 -0.261 -0.266 0.001
C 2.0675 3.6236 -1.9331 -0.251 0.137 0.203 0.004
C 0.6032 3.6050 -2.0561 0.256 0.053 -0.238 -0.013
C -0.0290 4.3950 -3.0153 0.069 0.187 -0.006 -0.007
C -1.4185 4.4990 -3.0736 0.012 0.057 -0.129 0.008
C -2.1069 5.3885 -4.0784 0.059 -0.072 0.095 0.000
C -2.1411 3.7455 -2.1613 -0.065 -0.057 0.056 -0.004
C -1.5221 2.8789 -1.2514 -0.281 0.050 -0.025 0.031
C -2.3304 2.0950 -0.3483 -0.192 -0.154 0.077 -0.027
N -1.9321 1.0252 0.2431 -0.248 0.346 0.188 0.003
C -2.8217 0.4256 1.2795 0.161 0.056 -0.068 -0.001
C -2.1641 0.4906 2.6526 0.084 0.086 -0.102 0.001
C -0.9962 -0.4703 2.8173 0.081 0.035 -0.095 0.020
N 0.1860 -0.0683 2.0113 -0.116 0.170 0.011 0.000
C 1.2971 0.1573 2.6129 -0.021 -0.155 0.177 0.051
C 2.5781 0.5085 2.0436 -0.097 0.053 0.078 -0.024
C 3.5685 0.8634 2.9561 0.002 0.016 0.116 0.004
C 2.8620 0.4193 0.6575 -0.085 -0.473 0.026 0.043
O 1.9930 -0.0018 -0.2095 -0.410 0.304 -0.007 -0.011
C -0.1327 2.8202 -1.1779 0.340 -0.497 0.311 -0.011
O 0.5347 1.9948 -0.3369 -0.675 0.621 -0.251 0.058
H 6.8942 1.6840 3.1758 -0.019 0.003 -0.011 0.000
H 5.9952 0.7738 4.3874 -0.008 0.004 -0.027 0.000
H 5.6426 2.4777 4.1333 -0.006 -0.008 -0.028 0.000
H 6.1538 1.3625 0.9207 -0.059 -0.017 -0.005 0.000
H 5.7697 1.0861 -1.0600 0.024 -0.009 0.023 0.000
H 5.0795 0.5567 -2.9405 -0.001 -0.056 -0.033 0.000
H 2.7008 -0.8490 -2.0939 0.044 -0.028 -0.032 -0.002
H 3.4825 -0.7590 -3.6695 0.027 0.004 -0.043 0.000
H 1.3654 1.0188 -2.4661 -0.009 -0.023 -0.025 0.006
H 1.4678 0.3023 -4.0697 -0.053 -0.001 0.009 0.001
H 1.6609 2.6109 -4.4405 -0.045 0.035 0.003 0.000
H 3.3273 2.0768 -4.5553 0.047 0.086 0.024 0.000
H 3.8541 3.2906 -2.6648 0.002 -0.086 0.016 0.000
H 2.5311 4.1182 -1.0808 -0.021 0.101 -0.081 0.001
H 0.5729 4.9881 -3.6991 -0.041 -0.034 0.048 0.000
H -1.3925 5.9874 -4.6402 -0.002 -0.019 0.023 0.000
H -2.8003 6.0675 -3.5815 0.025 -0.013 0.007 0.001
H -2.6841 4.7945 -4.7883 0.016 -0.008 0.011 0.001
H -3.2254 3.8073 -2.1679 0.045 -0.017 0.016 0.000
H -3.3414 2.4461 -0.1497 0.004 0.005 0.007 0.000
H -3.0073 -0.6115 1.0053 -0.059 -0.033 -0.101 0.000
H -3.7703 0.9597 1.2810 -0.006 0.046 -0.026 0.000
H -2.9165 0.2255 3.3966 -0.007 -0.022 -0.013 -0.001
H -1.8452 1.5144 2.8691 -0.042 -0.030 0.047 0.000
H -1.2846 -1.4712 2.4921 0.052 -0.053 -0.004 -0.002
H -0.6970 -0.5335 3.8620 0.040 0.023 0.024 0.000
H 1.2790 0.0681 3.6976 0.028 0.001 -0.009 -0.002
H 3.3065 0.8929 4.0113 0.005 -0.039 -0.064 0.000
O -1.7451 -5.6433 0.2946 -0.070 0.276 -0.040 0.000
C -2.6385 -4.7646 -0.1875 0.186 -0.226 0.149 -0.003
C -3.9231 -5.2457 -0.4332 -0.158 -0.124 -0.033 0.001
C -4.8995 -4.4210 -0.9399 -0.068 -0.073 -0.001 -0.002
C -4.6242 -3.0809 -1.2302 -0.033 -0.017 -0.001 0.000
C -3.3694 -2.5948 -0.9742 0.221 0.029 0.012 -0.002
C -2.3525 -3.4126 -0.4324 -0.093 0.436 -0.110 0.004
C -1.0531 -2.8322 -0.1192 -0.490 -0.156 0.149 -0.018
O -0.9893 -1.4628 -0.1842 0.754 0.576 -0.384 0.052
N -0.0267 -3.5142 0.2022 0.156 0.184 0.137 0.043
N 1.1189 -2.8149 0.5390 0.062 -0.069 -0.042 0.002
C 2.0844 -3.6387 0.7942 -0.059 -0.070 -0.039 0.008
S 1.9152 -5.3682 0.6982 0.031 -0.056 -0.029 0.004
C 3.5107 -5.7481 1.4671 -0.001 -0.002 -0.019 0.000
C 4.4982 -4.6653 1.0818 0.014 -0.010 0.015 0.000
S 3.6663 -3.0633 1.2655 -0.148 0.257 0.025 0.003
H -0.8943 -5.1875 0.4151 0.085 -0.108 -0.002 0.000
H -4.1181 -6.2883 -0.2180 -0.011 0.029 -0.007 0.000
H -5.8898 -4.8187 -1.1238 0.044 -0.001 -0.003 0.000
H -5.3864 -2.4456 -1.6604 0.022 -0.017 0.017 0.000
H -3.1323 -1.5693 -1.2302 -0.011 0.018 0.046 -0.005
H 3.8281 -6.7191 1.0893 0.009 0.000 0.022 0.000
H 3.3769 -5.8115 2.5446 0.009 0.006 0.030 0.000
H 4.8312 -4.7714 0.0523 0.003 -0.018 -0.034 0.000
H 5.3627 -4.6590 1.7435 0.011 -0.004 -0.008 0.000
```
Positions in Å, forces in eV/Å.

Calculated values
2S+1   2
HOMO energy (alpha / beta)   -0.5278 / -0.5267 Eh
HOMO-LUMO gap (alpha / beta)   4.953 / 5.173 eV
Total charge   +3


The following is a quantum chemistry calculation of 3 unconnected molecules or ions with the total composition C17H22BF18NO10PS, from OMol25.

```
71
Properties=species:S:1:pos:R:3:forces:R:3:mulliken_charge:R:1
C 6.0142 2.5852 -2.7020 0.139 0.241 -0.479 -0.818
C 4.8207 3.4283 -3.4665 0.445 0.112 0.300 -0.304
B 3.5713 3.6198 -2.3628 2.454 1.034 -0.230 0.255
O 3.9393 4.3841 -1.1368 -0.685 -2.924 -1.441 -0.644
N 2.2459 3.0602 -2.7327 -0.054 0.129 -0.884 0.389
C 2.2040 1.6616 -3.2069 0.856 -1.827 0.014 -0.071
F 2.3626 1.4695 -4.6979 -0.610 0.491 3.345 -0.393
C 0.9619 0.7269 -2.5907 0.242 -0.912 -1.160 -0.500
C 1.1930 0.4237 -0.9969 0.989 -0.272 -0.154 -0.533
C 1.1121 3.9534 -2.9467 -2.034 -1.344 0.500 0.373
C 0.0781 3.5664 -4.2035 -3.739 -1.293 -7.938 0.226
O -1.1956 3.2068 -4.0571 6.355 1.723 1.316 -0.625
O 0.5679 3.6740 -5.6183 -1.221 -0.131 8.383 -0.699
P 0.1277 4.0397 -1.2655 -4.374 4.420 3.459 0.829
O -0.6671 5.3978 -1.0825 2.906 -4.673 -0.889 -0.673
O -1.0233 2.7505 -1.0674 1.791 1.665 0.493 -0.331
O 1.2186 3.9278 0.1324 -2.222 -2.704 -2.324 -0.561
S 1.5256 5.7823 -3.3203 2.712 5.671 -1.286 1.177
O 2.4317 5.9656 -4.5617 -3.538 -1.286 4.878 -0.503
O 1.9399 6.5925 -2.0720 -1.731 -3.569 -4.461 -0.524
F -0.0194 6.4575 -3.7997 3.112 -1.873 1.059 -0.325
H 6.8328 2.2004 -3.4613 -1.691 0.719 1.550 0.284
H 5.5318 1.6523 -2.1637 1.217 1.798 -0.890 0.191
H 6.5528 3.3161 -1.9454 -1.190 -1.727 -1.340 0.205
H 5.2556 4.5105 -3.7207 -1.062 -2.289 0.513 0.261
H 4.4632 2.9260 -4.4636 0.765 0.902 1.978 0.264
H 4.2715 3.6849 -0.4992 -0.626 1.317 -0.872 0.270
H 3.1794 1.1249 -2.7673 -1.951 1.403 -1.047 0.194
H -0.0992 1.1201 -2.8808 2.078 -0.414 0.713 0.171
H 1.0826 -0.3227 -3.1461 -0.225 2.424 1.016 0.465
H 0.2559 0.5886 -0.3156 1.850 -0.013 -1.480 0.042
H 1.5228 -0.7040 -0.8512 -0.684 2.350 -0.346 0.181
H 2.1366 1.0758 -0.6683 -2.163 -1.245 -0.296 0.161
H -1.7658 3.0567 -0.4598 1.493 0.027 -1.199 0.271
H 1.1108 2.9721 0.4763 0.316 2.015 -0.787 0.315
C -4.8181 -2.5975 -0.6643 -0.749 -0.827 -0.064 -0.736
C -4.8202 -1.2168 0.0094 0.101 -0.563 0.832 0.958
C -4.1596 -0.1078 -0.8002 0.426 1.120 -0.259 0.060
F -2.8490 -0.3523 -1.0312 -0.538 0.270 0.199 -0.197
F -4.2118 1.0733 -0.1267 -0.256 -0.305 0.133 -0.288
F -4.2687 -1.3221 1.2480 -0.011 0.174 -0.424 -0.243
F -6.1309 -0.8710 0.2180 0.268 0.107 -0.465 -0.350
O -3.7879 -3.4972 -0.2463 1.448 1.016 -0.665 -0.405
C -2.5391 -3.3530 -0.9205 -1.938 -0.402 -0.701 0.741
C -1.4009 -2.9422 0.0211 0.662 0.476 0.686 0.515
F -1.6581 -1.7546 0.6260 -0.061 -0.619 -0.177 -0.221
F -0.2335 -2.7852 -0.6589 -0.482 -0.276 -0.180 -0.265
F -2.6898 -2.5070 -1.9669 0.665 -0.682 0.318 -0.251
F -2.2697 -4.5718 -1.4620 0.317 0.399 0.483 -0.309
H -5.7479 -3.0928 -0.3585 0.267 0.174 0.191 0.409
H -4.8906 -2.5334 -1.7564 0.224 0.226 0.268 0.336
H -4.6618 0.0374 -1.7606 -0.075 -0.139 0.022 0.244
H -1.2468 -3.6921 0.8023 -0.169 -0.088 -0.142 -0.017
C -0.4078 -4.4836 6.4744 0.587 -0.223 0.939 -0.680
C -1.8868 -4.2234 6.1502 0.225 0.948 0.582 0.872
C -2.3596 -4.7893 4.8168 -0.904 -0.156 -0.746 0.078
F -1.6989 -4.2488 3.7669 -0.426 -0.185 0.260 -0.179
F -3.6769 -4.5123 4.6187 0.211 -0.019 0.364 -0.279
F -2.1367 -2.8896 6.2391 0.014 -0.480 -0.269 -0.264
F -2.6274 -4.8042 7.1477 0.156 -0.288 -0.498 -0.337
O 0.4942 -3.4105 6.1910 -0.289 -0.086 -1.879 -0.408
C 0.9731 -3.3524 4.8485 0.288 -1.301 1.552 0.755
C 0.5470 -2.0711 4.1220 -0.452 0.867 -0.505 0.206
F -0.8042 -1.9587 4.0603 0.570 -0.088 0.243 -0.167
F 0.9949 -2.0627 2.8379 0.141 -0.388 0.451 -0.246
F 0.6055 -4.4784 4.1924 0.602 0.622 -0.189 -0.256
F 2.3299 -3.3995 4.9388 -0.559 0.445 -0.252 -0.302
H -0.3463 -4.6061 7.5629 -0.160 0.255 -0.220 0.407
H -0.0503 -5.4390 6.0727 -0.236 0.281 -0.162 0.333
H -2.2417 -5.8758 4.7810 0.109 0.006 0.150 0.239
H 0.9365 -1.1836 4.6289 0.103 -0.213 0.108 0.229
```
Positions in Å, forces in eV/Å.

Calculated values
HOMO energy   -0.1816 Eh
HOMO-LUMO gap   6.446 eV
Total charge   -1


Computed largest force on an atom, in the same sequence as the records: 0.0276, 0.1725 hartree/bohr.